No. 1
10
Properties=species:S:1:pos:R:3:lowdin_charge:R:1 method="wB97M-V/def2-TZVPD" de_lowest_ev=4.018 e_lumo_ha=0.009 e_tot_ha=-396.4768 gap_ev=8.625 homo_ha=-0.3082
O 0.84506 1.83515 -0.08035 -0.002
C 0.06779 0.75033 0.09101 -0.330
C -1.30706 0.74812 0.08742 -0.088
N -1.74542 -0.48284 -0.02342 0.027
O -0.65036 -1.25972 -0.03729 -0.005
C 0.51961 -0.53122 -0.07431 -0.337
O 1.69281 -1.04566 0.03670 0.143
H 1.91990 1.82581 0.12166 0.215
H -2.19196 1.57799 -0.02602 0.184
H 1.70793 -2.06544 0.09119 0.192

***

No. 2
10
Properties=species:S:1:pos:R:3:lowdin_charge:R:1 method="wB97M-V/def2-TZVPD" de_lowest_ev=4.988 e_lumo_ha=0.019 e_tot_ha=-396.4411 gap_ev=10.340 homo_ha=-0.3606
C 0.16654 0.48966 -0.85244 0.035
C -0.47724 -0.88447 -0.91360 -0.340
C 0.14172 0.24374 0.61806 -0.575
O -1.17240 -0.44942 0.74507 0.016
O 0.69563 1.03668 1.56729 0.121
N 0.17071 -1.16057 0.65552 0.185
O -0.86981 -1.67224 -1.70333 0.156
H 0.66520 0.57366 2.42018 0.132
H 1.15736 0.53590 -1.30548 0.139
H -0.47771 1.28705 -1.23129 0.132

***

No. 3
11
Properties=species:S:1:pos:R:3:lowdin_charge:R:1 method="wB97M-V/def2-TZVPD" de_lowest_ev=4.480 e_lumo_ha=-0.023 e_tot_ha=-794.6456 gap_ev=8.434 homo_ha=-0.3331
C -2.26615 1.07258 -0.72611 0.026
N -1.34145 0.08082 -1.04084 0.071
O -0.24893 0.53226 -0.10540 -0.158
C 0.44858 -0.65448 0.14249 -0.479
O 0.20832 -1.75539 -0.18008 0.159
C 1.79547 -0.14381 0.70115 -0.831
O 2.58626 -1.18671 0.80067 0.010
S 2.22926 1.37440 0.94605 0.815
H -3.24749 0.73883 -1.17004 0.070
H -2.20655 1.94098 0.17392 0.156
H 2.04268 -1.99948 0.45818 0.160

***

No. 4
11
Properties=species:S:1:pos:R:3:lowdin_charge:R:1 method="wB97M-V/def2-TZVPD" de_lowest_ev=4.720 e_lumo_ha=-0.004 e_tot_ha=-471.6997 gap_ev=9.295 homo_ha=-0.3458
C 0.84561 -0.54787 -0.16644 -0.292
C -1.40301 -0.14645 -0.05415 -0.530
C 0.63884 0.68741 -0.04675 -0.283
H 3.16849 -0.85964 -0.51764 0.261
H 2.21533 -1.52127 1.01431 0.098
H 0.87922 2.65493 0.00608 0.072
N 1.96136 -1.50125 -0.05630 0.041
O -0.42710 -1.17339 0.10709 0.112
O -2.61063 -0.31380 0.08394 0.129
O -0.75205 0.91748 -0.18218 0.204
O 1.22963 1.85423 0.17807 0.186

***

No. 5
9
Properties=species:S:1:pos:R:3:lowdin_charge:R:1 method="wB97M-V/def2-TZVPD" de_lowest_ev=2.036 e_lumo_ha=0.024 e_tot_ha=-644.2121 gap_ev=9.862 homo_ha=-0.3387
S -0.80312 1.77948 -0.04149 0.795
C -0.26669 0.02623 -0.04456 -0.698
C -0.41938 -1.01674 -0.87185 -0.059
C 0.70344 -1.81573 -0.36921 -0.135
N 1.34105 -1.25686 0.65986 0.069
O 0.72354 -0.00248 0.83652 -0.104
H -1.97971 1.42332 -0.63359 -0.122
H -1.21619 -1.38344 -1.60601 0.139
H 0.76586 -2.85626 -0.69398 0.113

***

No. 6
9
Properties=species:S:1:pos:R:3:lowdin_charge:R:1 method="wB97M-V/def2-TZVPD" de_lowest_ev=6.792 e_lumo_ha=-0.031 e_tot_ha=-644.0373 gap_ev=7.930 homo_ha=-0.3229
C 0.09865 0.15774 -0.20511 -0.886
C -0.39846 1.15347 -0.86581 -0.211
C -0.53502 2.20973 -1.48651 0.220
H -0.22414 -0.94819 2.15458 0.279
H 1.36566 1.22887 0.89554 0.174
H -0.76385 2.84627 -2.21657 0.000
N 1.15141 0.24627 0.59369 -0.066
O 1.21157 -0.74779 1.65824 -0.242
S -0.82007 -1.24963 -0.18192 0.732

***

No. 7
9
Properties=species:S:1:pos:R:3:lowdin_charge:R:1 method="wB97M-V/def2-TZVPD" de_lowest_ev=2.563 e_lumo_ha=0.025 e_tot_ha=-644.1927 gap_ev=8.796 homo_ha=-0.2987
C 0.58472 0.17003 1.26400 0.025
C 3.57469 0.71034 0.24218 -0.887
C -0.23638 -0.95987 -0.70774 -0.048
N 0.09275 -0.27893 0.28568 -0.149
O 3.48893 1.62345 0.94917 0.094
S 3.68526 -0.60377 -0.58876 0.767
H 0.12400 1.04520 1.86393 0.087
H -0.95330 -1.85976 -0.68079 0.110
H 0.25250 -0.92011 -1.55384 0.001

***

No. 8
9
Properties=species:S:1:pos:R:3:lowdin_charge:R:1 method="wB97M-V/def2-TZVPD" de_lowest_ev=1.358 e_lumo_ha=0.002 e_tot_ha=-644.2370 gap_ev=9.970 homo_ha=-0.3648
N -3.26172 0.24292 -0.45036 0.178
C -2.17895 0.02131 -0.17702 -0.370
C -0.82758 -0.19536 0.09264 -0.570
S -0.02231 1.37838 -0.47030 0.756
C -0.02766 -1.43306 -0.70037 -0.250
O 1.04065 -1.81805 -0.34941 0.070
H -0.48332 -0.50535 1.13444 0.133
H -1.12059 2.19497 -0.47519 -0.105
H -0.62848 -1.85705 -1.62871 0.158

***

No. 9
8
Properties=species:S:1:pos:R:3:lowdin_charge:R:1 method="wB97M-V/def2-TZVPD" de_lowest_ev=1.960 e_lumo_ha=0.000 e_tot_ha=-568.9455 gap_ev=8.963 homo_ha=-0.3298
C 0.38845 1.71708 -0.33264 0.147
C 0.48099 0.48485 -0.35141 -0.174
C 0.51778 -0.92180 -0.43304 -0.320
N -0.33304 -1.74127 0.10948 -0.388
S -1.61605 -1.10271 0.99378 0.735
H 0.27555 2.73961 -0.11332 0.028
H 1.41453 -1.35718 -0.90246 0.113
H -1.12820 0.18141 1.02959 -0.141

***

No. 10
9
Properties=species:S:1:pos:R:3:lowdin_charge:R:1 method="wB97M-V/def2-TZVPD" de_lowest_ev=1.851 e_lumo_ha=-0.015 e_tot_ha=-967.1480 gap_ev=8.491 homo_ha=-0.3270
S -1.97522 -1.02220 0.10212 0.726
C -1.43398 0.38931 -0.18172 -1.270
C -0.46177 1.36232 0.12553 -0.510
S -1.36378 1.64983 -1.37299 0.862
H 0.68292 1.37665 0.12501 0.106
H -0.76790 2.09529 0.86831 0.067
C 1.80506 -2.00495 0.02625 -0.086
N 2.40350 -1.07377 0.19062 0.069
H 1.11117 -2.77248 0.11687 0.035

***

No. 11
10
Properties=species:S:1:pos:R:3:lowdin_charge:R:1 method="wB97M-V/def2-TZVPD" de_lowest_ev=3.055 e_lumo_ha=0.114 e_tot_ha=-1062.9333 charge=-1 gap_ev=6.956 homo_ha=-0.1411
C 0.35870 -0.02667 -0.07224 -0.771
C -2.82291 0.34451 0.15493 -0.764
C 1.60494 -0.43420 -0.08548 -0.724
O -2.26294 1.38882 0.34657 -0.012
O -3.77463 -0.30315 -0.03017 0.044
S -1.02050 -1.07781 -0.08683 0.602
S 3.05398 0.52488 -0.33883 0.614
H -0.00040 1.00995 0.06319 0.050
H 1.38510 -1.97128 -0.85123 0.160
H 3.47866 0.54496 0.90010 -0.199

***

No. 12
9
Properties=species:S:1:pos:R:3:lowdin_spin:R:1 method="wB97M-V/def2-TZVPD" de_lowest_ev=3.422 e_lumo_ha="-0.195 / -0.200" e_tot_ha=-1210.1214 charge=+1 spin_multiplicity=4 gap_ev="6.891 / 6.960" homo_ha="-0.4487 / -0.4560"
O 0.13012 -1.00597 0.62087 -0.007
C -1.93535 1.48476 0.27869 0.054
O -2.33900 0.40410 0.46084 0.067
V -1.57873 -1.46794 0.71907 2.999
C 0.59048 0.24103 0.33491 0.264
H 1.08626 0.75216 1.16905 0.009
H 1.87693 -0.89542 -0.99668 -0.010
C 1.22625 -0.03149 -0.84414 -0.361
H 0.94304 0.51877 -1.74261 -0.015

***

No. 13
9
Properties=species:S:1:pos:R:3:lowdin_charge:R:1 method="wB97M-V/def2-TZVPD" de_lowest_ev=2.761 e_lumo_ha="0.128 / 0.128" e_tot_ha=-341.8023 charge=-1 gap_ev="4.315 / 4.315" homo_ha="-0.0309 / -0.0309"
C 0.64994 -1.29935 -0.31158 -0.408
C -2.26393 0.64105 0.07237 -0.529
C 1.15698 0.14929 0.00216 -0.228
O -2.69461 -0.34852 0.44185 0.191
O 1.29512 -2.39927 -0.19252 -0.236
O -1.80736 1.58713 -0.39955 0.173
H 2.17357 0.26484 0.31488 0.016
H 0.56150 0.51683 0.79351 0.007
H 0.92879 0.88801 -0.72113 0.015

***

No. 14
9
Properties=species:S:1:pos:R:3:lowdin_charge:R:1 method="wB97M-V/def2-TZVPD" de_lowest_ev=1.485 e_lumo_ha=-0.198 e_tot_ha=-341.4540 charge=+1 gap_ev=9.288 homo_ha=-0.5391
C 0.46632 -1.27602 -1.65553 -0.096
C 0.51658 -0.39980 -0.67128 -0.056
C -0.93442 0.76104 0.76458 -0.117
O 0.44588 -1.90624 -2.59498 0.325
O -0.21790 1.02393 1.80733 0.226
O -0.71027 0.12180 -0.28796 0.141
H 1.57313 -0.29146 -0.13238 0.198
H -1.93381 0.92961 0.96953 0.172
H 0.79449 1.03715 1.80068 0.207

***

No. 15
10
Properties=species:S:1:pos:R:3:lowdin_charge:R:1 method="wB97M-V/def2-TZVPD" de_lowest_ev=2.278 e_lumo_ha=-0.008 e_tot_ha=-683.1186 gap_ev=8.395 homo_ha=-0.3162
C -1.08044 -1.18210 0.48078 -0.028
C -0.22660 -0.01279 0.45642 -0.241
C -1.07400 -2.27271 -0.21269 -0.127
O -1.14622 -3.26117 -0.81558 0.242
O 0.68154 0.19884 -0.30058 -0.113
O 1.42004 3.05519 0.25038 -0.602
P 2.07745 2.00107 -0.58281 0.758
H -1.54893 -1.38689 1.39448 0.112
H -0.53443 0.67171 1.19228 0.115
H 1.43159 2.18885 -1.86269 -0.117

***

No. 16
10
Properties=species:S:1:pos:R:3:lowdin_charge:R:1 method="wB97M-V/def2-TZVPD" de_lowest_ev=0.395 e_lumo_ha=0.127 e_tot_ha=-740.0607 charge=-1 gap_ev=7.572 homo_ha=-0.1509
C 0.44213 -0.87556 -1.39676 -0.156
O 0.60718 -0.62466 -0.00098 -0.112
C -0.13767 0.42855 0.40739 -0.655
S -0.94339 1.40355 -0.65520 0.670
C -0.32996 0.71170 1.96895 -0.810
O 0.08496 1.80987 2.30395 -0.042
O -0.95775 -0.17392 2.53972 -0.028
H 1.12659 -0.25043 -1.89243 0.065
H -0.55920 -0.56149 -1.66288 0.005
H 0.66712 -1.86761 -1.61176 0.062

***

No. 17
10
Properties=species:S:1:pos:R:3:lowdin_spin:R:1 method="wB97M-V/def2-TZVPD" de_lowest_ev=2.666 e_lumo_ha="0.124 / 0.122" e_tot_ha=-739.8806 charge=-1 spin_multiplicity=3 gap_ev="4.456 / 6.890" homo_ha="-0.0397 / -0.1314"
C -1.14091 -1.20552 -0.94375 0.533
C 0.55701 -0.02910 0.05988 0.597
C 0.11740 1.31415 -0.22632 0.132
O -0.55320 1.67257 -1.17322 0.121
O 0.84153 2.26857 0.55833 0.048
O -1.70127 -2.21394 -0.48579 0.263
S 0.82843 -0.70052 1.65380 0.197
H -1.29064 -0.82242 -2.01156 0.096
H 1.25229 -1.93154 1.26094 0.012
H 1.08936 1.64775 1.30770 0.000

***

No. 18
10
Properties=species:S:1:pos:R:3:lowdin_spin:R:1 method="wB97M-V/def2-TZVPD" de_lowest_ev=0.000 e_lumo_ha="-0.005 / -0.011" e_tot_ha=-372.5265 spin_multiplicity=2 gap_ev="5.372 / 9.280" homo_ha="-0.2027 / -0.3522"
O 0.40666 0.13659 0.18171 0.055
C 1.61113 -0.45003 -0.26114 0.016
O 2.52813 -0.07828 0.52698 0.072
C -1.85987 0.44781 -0.30877 0.003
H -1.80474 1.50491 -0.04639 0.003
H -2.83357 0.01743 -0.53514 0.000
C -0.81333 -0.36092 -0.18811 0.006
O 1.63799 -1.12797 -1.26408 0.004
Sr 1.98116 1.35695 2.17436 0.841
H -0.85356 -1.44649 -0.27942 0.001

***

No. 19
11
Properties=species:S:1:pos:R:3:lowdin_spin:R:1 method="wB97M-V/def2-TZVPD" de_lowest_ev=3.831 e_lumo_ha="-0.469 / -0.633" e_tot_ha=-1500.8233 charge=+3 spin_multiplicity=4 gap_ev="8.729 / 4.088" homo_ha="-0.7899 / -0.7828"
C -0.20039 2.45394 -1.51281 0.251
C -0.99734 1.39766 -1.65464 0.210
H -1.66175 0.58331 -1.37022 0.007
Tm 1.79100 3.89534 -0.97044 1.013
O -1.16203 2.37119 -2.59575 0.518
O 0.70016 -0.56073 0.41292 0.780
C 0.56483 -1.52293 1.12949 0.060
O -0.59148 -2.08336 1.46203 0.121
O 1.58655 -2.09593 1.74286 0.033
H -1.32741 -1.61127 1.05019 0.001
H 1.29784 -2.82720 2.30637 0.005

***

No. 20
8
Properties=species:S:1:pos:R:3:lowdin_charge:R:1 method="wB97M-V/def2-TZVPD" de_lowest_ev=4.109 e_lumo_ha=-0.009 e_tot_ha=-532.5312 gap_ev=9.160 homo_ha=-0.3459
C -0.08656 0.31249 1.88926 0.057
C 0.11069 0.19649 0.70383 -0.240
C 0.32637 0.47628 -1.26937 -0.162
O -1.11973 -1.97908 -0.62020 -0.488
P 0.21664 -1.47916 -0.79889 0.729
H 0.01791 0.44598 2.90933 0.009
H 1.25211 1.06189 -1.25860 0.017
H -0.71742 0.96511 -1.55537 0.078